# 1
The following is a DFT calculation (ωB97M-V with the def2-TZVPD basis set) of a cluster of 2 separate species, C3H7NO in total.

Properties
calculated total energy: -6760.6496 eV
energy above the lowest of the compared OMol25 structures with the same formula, charge and spin: 48.4 kcal per mole
E_LUMO: 1.0 eV
SMILES: CC=O.C=N
HOMO-LUMO gap: 10.975 eV

The geometry in XYZ format:
```
12
C3H7NO ωB97M-V with the def2-TZVPD basis set
C 0.778 -1.548 0.195
C 1.071 -0.149 0.633
O 0.441 0.462 1.469
H 2.014 0.263 0.225
H -0.007 -1.991 0.804
H 0.421 -1.503 -0.836
H 1.671 -2.159 0.219
C -1.640 1.400 -0.378
N -0.912 1.138 -1.354
H 0.110 1.148 -1.116
H -2.723 1.338 -0.503
H -1.225 1.601 0.641
```


# 2
The following is a DFT calculation (ωB97M-V with the def2-TZVPD basis set) of a structure of composition C38H111N15O14.

Properties
calculated total energy: -92150.8626 eV
energy above the lowest of the compared OMol25 structures with the same formula, charge and spin: 1640.7 kcal per mole
E_LUMO: 0.1 eV
HOMO-LUMO gap: 6.963 eV

The geometry in XYZ format:
```
178
C38H111N15O14 ωB97M-V with the def2-TZVPD basis set
C 3.073 -2.274 -1.305
C 2.845 -2.222 0.239
C 3.047 -3.486 1.034
O 2.001 -4.358 0.736
C 1.882 -5.626 1.533
N 3.858 -1.288 0.752
H 2.507 -3.013 -1.872
H 4.117 -2.567 -1.412
H 3.080 -1.335 -1.858
H 1.857 -1.792 0.406
H 2.985 -3.257 2.098
H 3.936 -4.013 0.686
H 2.828 -6.158 1.634
H 1.050 -6.192 1.116
H 1.627 -5.279 2.534
H 4.638 -1.870 1.023
H 3.597 -0.934 1.661
C 1.144 -1.692 -2.897
C 0.727 -2.920 -3.736
C 1.122 -4.317 -3.078
O 0.946 -5.377 -4.038
C 1.123 -6.603 -3.340
N -0.684 -2.873 -3.962
H 0.640 -0.782 -3.225
H 2.199 -1.419 -2.860
H 0.847 -1.696 -1.848
H 1.282 -2.908 -4.674
H 0.581 -4.430 -2.138
H 2.182 -4.410 -2.842
H 2.103 -6.754 -2.888
H 0.908 -7.441 -4.003
H 0.306 -6.656 -2.620
H -1.007 -3.830 -3.953
H -1.083 -2.405 -3.161
C 2.010 0.139 -3.076
C 1.050 1.186 -3.539
C 1.540 2.560 -3.129
O 0.683 3.497 -3.782
C 1.053 4.879 -3.585
N 0.888 1.041 -4.953
H 2.993 0.555 -2.857
H 2.175 -0.629 -3.832
H 1.656 -0.302 -2.144
H 0.001 1.102 -3.256
H 2.578 2.725 -3.415
H 1.451 2.479 -2.045
H 1.797 5.103 -4.350
H 1.308 5.175 -2.568
H 0.159 5.449 -3.839
H 0.027 1.559 -5.056
H 1.623 1.612 -5.345
C -0.703 -2.126 4.619
C -1.428 -2.248 3.258
C -2.946 -2.227 3.325
O -3.423 -3.574 3.650
C -4.859 -3.687 3.396
N -0.968 -1.133 2.406
H 0.379 -2.058 4.507
H -0.956 -2.975 5.254
H -1.084 -1.234 5.115
H -1.212 -3.229 2.835
H -3.296 -1.856 2.361
H -3.176 -1.584 4.174
H -5.464 -3.225 4.176
H -5.301 -4.664 3.199
H -5.123 -3.158 2.480
H -0.989 -0.234 2.867
H -0.006 -1.368 2.209
C -1.795 1.534 -3.456
C -2.771 1.354 -2.199
C -3.999 2.222 -2.393
O -4.758 2.016 -1.157
C -5.847 2.919 -1.087
N -3.263 0.016 -2.053
H -2.431 1.358 -4.324
H -0.980 0.819 -3.562
H -1.471 2.571 -3.540
H -2.267 1.698 -1.296
H -4.633 1.907 -3.222
H -3.579 3.227 -2.413
H -5.538 3.964 -1.108
H -6.354 2.755 -0.137
H -6.533 2.842 -1.931
H -3.790 -0.205 -2.886
H -3.967 0.068 -1.332
C 3.565 1.239 5.249
C 3.914 0.657 3.846
C 2.728 0.173 2.945
O 2.158 -0.979 3.390
C 1.151 -1.542 2.613
N 4.584 1.739 3.082
H 3.086 2.212 5.138
H 4.450 1.601 5.771
H 2.945 0.674 5.945
H 4.589 -0.196 3.916
H 3.021 0.025 1.906
H 2.026 0.990 2.779
H 0.558 -0.780 2.105
H 0.466 -2.118 3.236
H 1.633 -2.291 1.986
H 3.934 2.152 2.429
H 4.645 2.349 3.884
C -2.782 4.103 0.644
C -1.606 3.298 0.065
C -0.888 4.095 -1.017
O -0.414 5.248 -0.370
C 0.487 6.116 -1.083
N -0.650 2.980 1.084
H -2.349 4.929 1.208
H -3.278 3.368 1.278
H -3.437 4.412 -0.170
H -2.018 2.414 -0.422
H -1.597 4.444 -1.768
H -0.154 3.440 -1.485
H 0.655 7.076 -0.594
H 0.165 6.370 -2.093
H 1.444 5.607 -1.196
H 0.172 2.535 0.700
H -0.236 3.818 1.468
C 2.213 3.302 0.313
C 1.980 2.666 1.650
O 1.298 3.552 2.481
H 2.629 2.535 -0.340
H 2.938 4.103 0.458
H 1.332 3.798 -0.093
H 2.872 2.407 2.221
H 1.478 1.700 1.597
H 1.478 3.268 3.380
C 0.153 -0.582 0.081
C -0.034 0.978 0.070
O 0.835 1.592 -0.738
H -0.139 -0.972 -0.894
H -0.496 -0.958 0.871
H 1.194 -0.757 0.352
H 0.310 1.340 1.039
H -1.070 1.198 -0.188
H 0.404 1.866 -1.551
C -4.147 1.172 1.493
C -3.633 -0.289 1.797
O -2.430 -0.508 1.138
H -4.384 1.283 0.434
H -3.537 2.045 1.725
H -5.138 1.319 1.922
H -4.287 -1.097 1.469
H -3.315 -0.379 2.835
H -1.926 -1.112 1.689
C -0.190 -2.989 0.669
O 0.495 -2.758 1.617
N 0.222 -3.513 -0.436
N -1.453 -2.767 0.645
H 1.219 -3.675 -0.411
H -0.408 -3.609 -1.220
H -1.994 -2.964 -0.184
H -1.794 -2.449 1.541
C 3.622 0.782 -0.860
O 3.897 1.882 -1.387
N 2.566 0.207 -0.397
N 4.622 0.081 -0.568
H 2.581 -0.689 0.070
H 1.667 0.664 -0.444
H 5.471 0.627 -0.613
H 4.344 -0.770 -0.101
C -1.254 1.401 3.033
O -1.321 0.422 3.705
N -1.692 1.461 1.801
N -0.568 2.496 3.319
H -1.362 2.155 1.145
H -2.193 0.676 1.412
H -0.438 3.182 2.590
H 0.019 2.285 4.114
C -1.889 -2.044 -1.788
O -1.471 -3.137 -1.551
N -1.900 -0.994 -1.016
N -2.241 -1.658 -2.961
H -1.526 -1.088 -0.083
H -2.295 -0.143 -1.392
H -2.277 -2.367 -3.679
H -2.732 -0.775 -2.958
```